[1]
103
Properties=species:S:1:pos:R:3:forces:R:3:lowdin_charge:R:1 method="wB97M-V/def2-TZVPD" charge=0 homo_lumo_gap_ev=5.6
Y 1.8380 0.8151 -0.0445 -0.53 -0.75 -0.94 1.374
C 0.1524 -2.4654 -3.2681 0.32 -0.29 0.15 -0.037
C 1.0975 -3.4794 -3.3125 -0.11 -0.07 0.00 -0.042
C 2.2281 -3.3903 -2.5209 0.10 0.02 0.03 -0.011
C 2.3877 -2.2790 -1.6963 0.09 0.34 0.30 -0.198
N 1.4761 -1.3120 -1.6381 -0.36 -0.27 -0.22 0.067
C 0.3705 -1.4070 -2.4062 0.68 0.62 -1.39 -0.132
C 3.6065 -2.0676 -0.8324 0.10 -0.21 -0.23 -0.166
C 4.6260 -3.0157 -0.8504 0.03 0.00 0.04 0.000
C 5.7581 -2.8132 -0.0882 -0.08 0.11 0.02 -0.030
C 5.8532 -1.6588 0.6670 0.05 -0.07 -0.03 -0.001
C 4.8084 -0.7458 0.6453 0.19 0.11 -0.03 -0.164
N 3.7014 -0.9546 -0.0900 0.10 -0.28 0.37 0.107
C 4.9239 0.5358 1.4299 -0.23 -0.15 -0.15 -0.194
C 6.0300 0.8641 2.2187 -0.05 -0.16 -0.06 0.001
C 6.0360 2.0636 2.8971 -0.06 0.12 0.10 -0.039
C 4.9447 2.9231 2.7960 0.13 -0.20 0.08 -0.027
C 3.8872 2.5297 2.0101 0.65 0.26 -0.80 -0.190
N 3.8929 1.3572 1.3409 0.09 1.29 -0.87 -0.004
H -0.7398 -2.4924 -3.8741 0.01 0.05 -0.08 0.071
H 0.9677 -4.3331 -3.9660 -0.02 0.00 0.00 0.112
H 2.9697 -4.1723 -2.5675 -0.01 -0.01 0.00 0.098
H -0.3286 -0.5401 -2.3544 1.20 -1.42 -0.83 0.113
H 4.5355 -3.9027 -1.4556 0.04 -0.01 0.01 0.101
H 6.5606 -3.5384 -0.0892 0.00 -0.01 0.00 0.116
H 6.7337 -1.4712 1.2602 0.01 -0.03 -0.01 0.102
H 6.8759 0.1995 2.3023 0.00 0.01 0.02 0.101
H 6.8877 2.3329 3.5078 0.01 0.00 -0.01 0.112
H 4.9158 3.8651 3.3248 0.00 0.01 -0.01 0.115
H 2.9957 3.1744 1.8987 1.00 -0.38 -0.20 0.071
Cl 4.3008 5.5942 -5.5517 0.01 -0.01 -0.02 0.655
C 3.8811 4.2523 -4.5527 -0.05 0.14 0.07 -0.721
C 3.2485 4.4697 -3.3258 0.04 -0.05 -0.07 -0.706
Cl 2.8743 6.0598 -2.7845 0.01 0.02 0.00 0.687
C 2.9249 3.3817 -2.5494 0.05 -0.43 0.12 -0.561
Cl 2.1269 3.4689 -1.0149 -0.23 1.02 0.08 0.792
C 3.1911 2.0401 -2.9133 -0.09 0.37 0.21 -0.502
O 2.8549 1.1021 -2.1141 0.04 -0.54 -0.01 -0.248
C 3.8291 1.8577 -4.1539 0.00 0.03 -0.02 -0.613
Cl 4.1748 0.2373 -4.6322 0.00 -0.02 0.00 0.693
C 4.1640 2.9468 -4.9510 0.02 -0.11 -0.04 -0.699
Cl 4.9463 2.6756 -6.4632 0.00 0.00 -0.01 0.673
O 0.2056 1.6543 0.7548 3.36 0.74 1.92 -0.720
Cl -2.5792 -6.6840 -3.6161 0.00 0.02 0.01 0.671
C -3.1595 -5.2437 -2.8377 0.02 -0.02 -0.01 -0.660
C -3.7034 -5.3217 -1.5652 -0.03 0.00 0.02 -0.088
C -4.1557 -4.1628 -0.9625 0.03 -0.02 0.00 -0.012
C -4.0738 -2.9248 -1.5952 0.16 0.11 -0.05 -0.183
C -4.5812 -1.6980 -0.8809 -0.29 -0.12 -0.01 -0.290
C -3.7217 -1.2852 0.3148 0.16 0.12 0.17 -0.065
N -2.5709 -0.5007 -0.0624 -0.16 -0.04 0.36 -0.062
C -2.5157 0.8947 -0.1513 0.11 -0.58 -0.44 -0.049
C -1.2354 1.1759 -0.5120 -0.29 0.62 -0.93 -0.201
N -0.4983 -0.0204 -0.7038 -2.60 1.83 1.69 -0.089
C -1.3584 -0.9661 -0.3952 0.06 -0.14 0.34 -0.172
O -5.8944 -1.9916 -0.4029 0.06 0.03 0.14 -0.119
C -6.8636 -1.0374 -0.8024 -0.03 -0.01 -0.05 -0.157
C -7.0437 -1.0025 -2.2948 -0.08 0.06 0.04 -0.332
C -7.4194 -2.0718 -3.0515 0.06 0.01 -0.10 -0.972
Cl -7.7883 -3.6473 -2.4873 -0.01 -0.01 0.01 0.684
S -7.4893 -1.7117 -4.7278 0.03 0.01 0.08 0.998
C -7.0205 -0.0911 -4.4355 -0.03 -0.03 -0.01 -0.415
C -6.8189 0.1432 -3.1132 0.03 0.02 -0.02 -0.155
C -3.5318 -2.8901 -2.8731 -0.01 0.00 -0.01 -0.566
Cl -3.4154 -1.3934 -3.7539 0.05 -0.01 0.01 0.755
C -3.0721 -4.0380 -3.5047 -0.01 -0.01 -0.01 -0.142
H -3.7763 -6.2753 -1.0619 0.01 -0.01 -0.01 0.109
H -4.6019 -4.2153 0.0228 -0.01 0.02 0.00 0.130
H -4.6150 -0.8637 -1.5826 0.03 0.03 0.03 0.107
H -3.3824 -2.1519 0.8856 -0.09 -0.07 -0.05 0.135
H -4.3399 -0.6845 0.9832 0.02 0.03 -0.01 0.131
H -3.3583 1.5135 0.0970 -0.02 0.02 -0.03 0.112
H -0.8128 2.1858 -0.6554 -0.84 -1.00 -0.74 0.106
H -1.1451 -2.0266 -0.3936 -0.02 0.00 -0.01 0.148
H -6.5943 -0.0349 -0.4476 0.02 0.00 -0.01 0.131
H -7.7871 -1.3265 -0.3003 0.00 -0.05 -0.02 0.133
H -6.9099 0.5981 -5.2563 0.00 0.00 -0.01 0.069
H -6.5057 1.1012 -2.7209 0.00 -0.01 0.02 0.117
H -2.6563 -3.9871 -4.5008 -0.03 0.00 -0.01 0.105
O 2.2979 0.6831 2.9252 -1.18 -0.43 0.08 -0.499
S 1.4267 1.9164 2.8386 -1.72 0.10 1.46 0.944
C 1.6158 2.6669 4.4906 0.14 -0.27 0.03 -0.344
C 1.4092 4.0314 4.6066 0.01 0.04 0.04 -0.090
C 1.5438 4.6422 5.8480 -0.01 0.00 -0.02 -0.084
C 1.8926 3.8849 6.9563 0.00 0.00 0.01 -0.090
C 2.1117 2.5175 6.8274 0.02 0.00 -0.01 -0.077
C 1.9776 1.9047 5.5912 0.01 0.06 0.06 -0.064
C -0.2455 1.3480 3.1259 -0.51 -0.40 0.33 -0.370
C -1.3486 2.1883 3.0414 0.24 0.39 0.20 -0.079
C -2.6162 1.7018 3.2896 -0.05 -0.04 0.02 -0.090
C -2.8104 0.3604 3.6101 0.04 0.02 -0.07 -0.107
C -1.7119 -0.4779 3.6877 0.00 0.03 0.00 -0.086
C -0.4328 0.0182 3.4567 0.18 -0.11 0.13 -0.077
H 1.1432 4.6194 3.7340 0.00 -0.02 -0.01 0.111
H 1.3806 5.7077 5.9469 0.00 0.00 0.00 0.102
H 1.9993 4.3602 7.9228 0.00 0.00 0.00 0.100
H 2.3894 1.9301 7.6935 0.00 0.01 0.01 0.103
H 2.1519 0.8428 5.4684 0.01 0.00 -0.03 0.110
H -1.2121 3.2317 2.7852 0.01 -0.02 -0.08 0.116
H -3.4645 2.3722 3.2255 0.00 0.01 0.00 0.103
H -3.8068 -0.0178 3.8023 0.00 0.00 0.01 0.097
H -1.8370 -1.5234 3.9426 -0.01 0.00 0.00 0.100
H 0.4275 -0.6348 3.5361 0.02 0.02 -0.06 0.103

---

[2]
109
Properties=species:S:1:pos:R:3:forces:R:3:lowdin_charge:R:1 method="wB97M-V/def2-TZVPD" spin_multiplicity=2 charge=0 homo_lumo_gap_ev="6.3 / 7.2"
Ir -1.4729 -0.1970 0.3656 1.32 0.65 -3.73 1.605
O -6.7904 -3.5627 0.0801 -0.22 -0.08 0.04 0.092
C -5.6094 -2.9236 0.0370 0.55 0.26 -0.01 -0.271
C -4.4149 -3.5235 0.4395 0.15 0.22 -0.20 0.083
C -3.2447 -2.7965 0.3228 0.47 -0.71 0.23 -0.160
N -3.2313 -1.5651 -0.1519 0.96 0.76 1.12 0.039
C -4.3569 -0.9613 -0.4827 -0.59 1.04 -0.49 -0.152
C -5.5752 -1.6056 -0.4278 0.11 -0.31 0.01 0.094
C -4.2174 0.5202 -0.9470 -1.53 -1.80 -0.02 -0.605
O -5.1813 1.0070 -1.5079 -0.02 0.37 -0.16 0.066
O -3.0984 1.0301 -0.7215 2.04 0.23 0.80 -0.088
C -1.8604 -3.3625 0.7045 -1.16 -0.32 -0.22 -0.632
O -1.7660 -4.5646 0.8867 0.01 -0.35 0.14 0.058
O -0.9442 -2.5023 0.7270 0.70 1.25 -0.22 -0.108
H -6.6787 -4.4618 0.4159 0.06 0.15 -0.02 0.119
H -4.3722 -4.5265 0.8385 0.08 -0.08 -0.01 0.131
H -6.4741 -1.0953 -0.7313 -0.03 0.14 -0.06 0.135
O -1.3183 3.8166 2.9647 -0.03 -1.24 -0.04 -0.265
As -2.2872 2.3272 2.4002 -0.86 3.44 1.88 0.908
O -3.5864 3.0374 1.7756 -0.93 -0.07 -0.40 -0.414
O -1.1195 1.7529 1.3819 1.11 -3.06 -2.45 -0.497
C -2.5426 1.6542 4.2194 0.29 0.08 -0.33 -0.234
C -2.9075 2.5292 5.2321 0.08 0.31 -0.22 -0.065
C -3.1601 2.0364 6.5025 -0.03 0.02 0.04 -0.066
C -3.0263 0.6828 6.7756 0.04 -0.02 -0.07 -0.063
C -2.6762 -0.1917 5.7602 0.03 -0.30 -0.05 -0.040
C -2.4534 0.3106 4.4938 -0.07 -0.18 -0.49 -0.270
S -2.2097 -0.7129 3.0613 -0.09 -2.06 2.63 0.479
O -2.6000 -2.0591 3.3837 -0.03 0.23 -0.01 -0.250
O -0.7946 -0.5765 2.6899 -0.38 0.15 -0.02 -0.407
O -3.0987 -0.0698 2.0750 0.45 0.60 -0.56 -0.389
H -1.7299 4.5604 2.5226 -0.31 0.15 -0.19 0.019
H -3.0055 3.5852 5.0131 0.02 -0.05 0.03 0.113
H -3.4844 2.7098 7.2834 0.04 0.06 0.03 0.106
H -3.2199 0.3088 7.7700 -0.01 -0.04 0.05 0.107
H -2.6070 -1.2583 5.9094 -0.03 -0.10 0.11 0.117
N -1.0370 -0.7450 -1.8098 -0.81 0.57 1.54 -0.297
S 0.2990 -1.1804 -2.2881 0.25 -0.36 -0.29 0.829
N 1.6293 -0.2142 -2.3945 -0.26 -0.11 0.06 -0.394
S 1.7760 1.1459 -1.6464 0.68 0.20 -0.94 0.910
N 2.6795 1.3079 -0.3270 -0.33 -0.04 0.63 -0.321
S 1.7372 0.6693 0.8622 1.45 0.01 0.01 0.905
N 0.6230 0.1556 -0.0060 -3.23 -0.63 1.95 -0.443
C 2.6826 -0.6719 1.5977 -0.14 0.23 0.07 -0.297
C 4.0623 -0.5858 1.6781 0.06 0.23 -0.04 -0.063
C 4.7685 -1.6547 2.2034 0.01 0.11 -0.06 -0.067
C 4.0906 -2.7821 2.6441 -0.08 0.00 0.02 -0.072
C 2.7095 -2.8544 2.5533 0.07 0.06 0.07 -0.052
C 1.9922 -1.7959 2.0188 -0.26 0.23 -0.01 -0.054
C 1.7348 1.9510 2.1325 -0.02 -0.25 -0.25 -0.300
C 1.0761 1.7330 3.3250 -0.11 -0.16 0.36 -0.068
C 1.1011 2.7205 4.2972 0.10 -0.20 -0.11 -0.054
C 1.8008 3.8953 4.0726 0.03 -0.02 0.00 -0.059
C 2.4692 4.0946 2.8764 -0.05 0.00 0.08 -0.057
C 2.4357 3.1185 1.8951 0.14 0.05 -0.33 -0.081
C 3.0268 1.8747 -2.7250 0.06 0.07 0.08 -0.283
C 3.2190 3.2447 -2.7603 -0.21 0.01 0.14 -0.055
C 4.2813 3.7670 -3.4815 -0.04 -0.03 -0.01 -0.065
C 5.1433 2.9209 -4.1616 0.00 -0.04 -0.02 -0.072
C 4.9385 1.5503 -4.1308 -0.04 0.05 0.02 -0.064
C 3.8821 1.0257 -3.4074 -0.15 -0.19 0.03 -0.063
C 0.3215 2.1830 -1.7919 0.13 0.02 -0.16 -0.322
C -0.5146 1.9167 -2.8635 0.01 0.06 -0.19 -0.085
C -1.7455 2.5443 -2.9261 0.22 0.05 -0.06 -0.050
C -2.1285 3.4255 -1.9268 0.14 0.12 -0.07 -0.046
C -1.2524 3.7357 -0.9010 0.14 0.05 -0.02 -0.052
C -0.0176 3.1086 -0.8248 0.14 0.08 0.03 -0.076
C 0.9321 -2.7267 -1.6294 0.26 0.48 -0.18 -0.311
C 0.0818 -3.8146 -1.6785 -0.06 0.03 -0.16 -0.070
C 0.5066 -5.0246 -1.1650 -0.01 0.10 -0.08 -0.053
C 1.7736 -5.1296 -0.6119 0.03 0.03 -0.01 -0.050
C 2.6092 -4.0261 -0.5557 0.05 -0.07 -0.01 -0.068
C 2.1889 -2.8099 -1.0691 0.11 0.14 -0.08 -0.074
C 0.1970 -1.4824 -4.0755 -0.37 0.10 0.32 -0.290
C 1.3092 -1.8945 -4.7873 0.14 -0.12 0.09 -0.063
C 1.2224 -2.0000 -6.1656 0.03 -0.03 0.11 -0.065
C 0.0371 -1.6884 -6.8134 -0.06 0.09 -0.04 -0.072
C -1.0677 -1.2692 -6.0907 0.08 -0.04 -0.09 -0.060
C -0.9898 -1.1688 -4.7125 -0.09 -0.05 0.35 -0.069
H 4.5585 0.3020 1.3172 0.17 0.07 0.00 0.111
H 5.8449 -1.6071 2.2722 0.08 0.02 -0.02 0.107
H 4.6477 -3.6082 3.0594 0.04 -0.10 0.04 0.108
H 2.1847 -3.7348 2.8914 -0.08 -0.06 -0.01 0.121
H 0.9172 -1.8319 1.9254 -0.13 -0.19 -0.05 0.078
H 0.5208 0.8191 3.4609 -0.03 -0.05 0.15 0.091
H 0.5618 2.5730 5.2219 -0.04 -0.02 0.02 0.116
H 1.8222 4.6624 4.8317 -0.03 0.07 0.06 0.111
H 3.0099 5.0129 2.7040 0.06 0.05 -0.05 0.108
H 2.9434 3.2447 0.9523 0.10 0.12 -0.05 0.097
H 2.5391 3.8931 -2.2291 -0.06 0.15 0.07 0.113
H 4.4364 4.8347 -3.5117 -0.02 0.08 0.01 0.108
H 5.9742 3.3264 -4.7198 0.04 0.06 -0.04 0.107
H 5.5993 0.8841 -4.6657 0.05 -0.02 -0.03 0.108
H 3.6977 -0.0351 -3.3630 0.11 -0.09 -0.06 0.095
H -0.2138 1.2018 -3.6123 -0.07 0.00 -0.15 0.092
H -2.4211 2.3143 -3.7352 -0.07 -0.06 -0.05 0.118
H -3.1184 3.8527 -1.9412 -0.09 0.03 0.04 0.124
H -1.5457 4.4189 -0.1159 -0.03 -0.03 -0.02 0.110
H 0.6436 3.3058 0.0025 0.00 0.03 0.18 0.095
H -0.9025 -3.6908 -2.1005 -0.23 -0.09 -0.03 0.125
H -0.1556 -5.8729 -1.1758 -0.11 -0.10 0.01 0.114
H 2.1066 -6.0790 -0.2187 0.02 -0.05 0.07 0.109
H 3.5854 -4.1063 -0.1012 0.08 0.00 0.00 0.105
H 2.8148 -1.9312 -1.0342 0.13 0.02 0.02 0.101
H 2.2277 -2.1299 -4.2726 0.13 -0.03 0.05 0.111
H 2.0818 -2.3181 -6.7370 0.07 -0.04 0.00 0.108
H -0.0195 -1.7592 -7.8884 -0.01 -0.03 -0.12 0.106
H -1.9835 -1.0103 -6.5986 -0.11 -0.01 -0.03 0.110
H -1.8268 -0.8531 -4.1087 -0.16 0.09 0.04 0.107

---

Looking at max |F| for the records above, in order, we have 3.94 4.07 eV/A.
Looking at relative energy (zero: lowest compared OMol25 entry of this formula, charge and spin) for the records above, in order, we have 116.4 255.0 kcal/mol.